1.
ORCA calculation (ωB97M-V/def2-TZVPD) on a cluster of 8 separate species, C17H54N4O10PS8 in total in a non-equilibrium geometry.

As for the HOMO energy: -0.3861 hartree. The net charge is +1. As for the multiplicity: 1. Its orbital gap is 5.290 eV. For the lowest unoccupied orbital energy, the calculation gives -5.22 eV.

Element x y z (Å)
C (1.975863, 1.629511, 1.924820)
N (1.826120, 0.680553, 0.757172)
C (1.637722, 1.391620, -0.564241)
N (2.546272, 2.213225, -1.185727)
N (0.317853, 1.120556, -1.305667)
S (-0.959985, 0.664362, -0.206029)
C (-2.555878, 0.633195, -1.256827)
O (-0.825980, -0.808038, 0.342137)
O (-1.196798, 1.706666, 0.942319)
P (3.096428, -0.568693, 0.703876)
N (3.384246, -1.187351, -0.951655)
O (2.368757, -1.953487, 1.545629)
H (0.990517, 1.498114, 2.585370)
H (2.870809, 1.377119, 2.646362)
H (1.958050, 2.733941, 1.538028)
H (3.331766, 1.878508, -1.805494)
H (2.438264, 3.266507, -1.126187)
H (0.458000, 0.404621, -2.057303)
H (-2.814125, 1.704922, -1.682538)
H (-2.359886, -0.161583, -2.124687)
H (-3.435870, 0.247388, -0.570702)
H (2.532136, -1.144357, -1.552964)
H (4.222665, -0.760213, -1.402909)
H (1.659100, -2.309075, 0.903137)
C (2.097719, 5.449666, 4.897248)
S (1.788744, 4.761538, 3.252971)
O (2.349575, 5.724095, 2.248577)
C (-0.004687, 4.997141, 3.289929)
H (3.174551, 5.439672, 5.081393)
H (1.731313, 6.477699, 4.946816)
H (1.596971, 4.835880, 5.649670)
H (-0.239538, 6.053727, 3.439795)
H (-0.434748, 4.398848, 4.096309)
H (-0.418604, 4.666348, 2.334368)
C (3.234774, 1.631810, -5.321304)
S (1.999097, 0.347843, -5.009588)
O (2.072719, -0.004943, -3.553573)
C (2.853212, -0.955349, -5.929070)
H (2.926900, 2.543352, -4.803732)
H (4.208874, 1.312294, -4.943679)
H (3.294098, 1.828317, -6.394377)
H (3.851240, -1.113187, -5.513120)
H (2.925545, -0.671938, -6.981496)
H (2.274838, -1.878291, -5.842398)
C (-3.902281, 5.055014, -1.264784)
S (-4.211256, 4.366885, -2.909061)
O (-3.650425, 5.329442, -3.913456)
C (-6.004687, 4.602489, -2.872103)
H (-2.825449, 5.045020, -1.080640)
H (-4.268687, 6.083047, -1.215216)
H (-4.403029, 4.441228, -0.512362)
H (-6.239538, 5.659075, -2.722237)
H (-6.434748, 4.004196, -2.065724)
H (-6.418604, 4.271696, -3.827664)
C (0.030813, -5.597149, 2.011183)
S (0.963477, -5.692421, 0.464027)
O (1.017786, -4.310088, -0.115683)
C (-0.293797, -6.617189, -0.451033)
H (0.613849, -5.021017, 2.733482)
H (-0.926912, -5.100142, 1.839983)
H (-0.133299, -6.604510, 2.400943)
H (-1.231267, -6.056087, -0.468406)
H (-0.447156, -7.590026, 0.021434)
H (0.059022, -6.764281, -1.474621)
C (-3.601159, -6.084836, 4.050922)
S (-3.910134, -6.772965, 2.406645)
O (-3.349303, -5.810408, 1.402250)
C (-5.703565, -6.537361, 2.443603)
H (-2.524327, -6.094830, 4.235066)
H (-3.967565, -5.056803, 4.100490)
H (-4.101907, -6.698622, 4.803344)
H (-5.938416, -5.480775, 2.593468)
H (-6.133626, -7.135654, 3.249982)
H (-6.117482, -6.868155, 1.488042)
C (7.641555, -3.224666, -3.538295)
S (7.588085, -2.018742, -4.885709)
O (6.564048, -0.983989, -4.524475)
C (6.833886, -3.130987, -6.097056)
H (8.049083, -2.735744, -2.650347)
H (6.634139, -3.587659, -3.321705)
H (8.288576, -4.058572, -3.820403)
H (5.876703, -3.499645, -5.720385)
H (7.507787, -3.968005, -6.293049)
H (6.668655, -2.575643, -7.023415)
C (-4.169187, 3.609776, 6.463283)
S (-3.236523, 3.514505, 4.916126)
O (-3.182214, 4.896838, 4.336417)
C (-4.493797, 2.589737, 4.001066)
H (-3.586151, 4.185908, 7.185582)
H (-5.126912, 4.106783, 6.292082)
H (-4.333299, 2.602415, 6.853043)
H (-5.431267, 3.150839, 3.983693)
H (-4.647156, 1.616900, 4.473533)
H (-4.140978, 2.442645, 2.977479)

Cartesian forces, eV/Å:
C -0.9033 0.7419 1.3873
N -0.6973 3.1711 -3.8032
C -1.4305 -2.3577 1.0604
N -0.1082 1.2194 0.2929
N 2.6289 -0.1640 2.8273
S -3.0563 -2.8765 5.9765
C -0.1079 -0.1249 -1.1656
O 0.0923 5.3422 -2.7036
O 1.6196 -2.9074 -4.6887
P 0.4638 -4.0683 0.6201
N -1.5604 1.6590 1.3163
O -0.2426 2.6290 -3.5644
H 2.0130 0.2734 -1.6318
H -1.4771 0.5621 -1.8796
H 0.4025 -2.1321 0.8364
H -1.2103 0.0422 1.4718
H -0.2101 -1.8714 -0.4744
H 0.1109 0.8046 -0.0539
H 0.7578 -2.2299 0.8886
H -0.4531 1.8474 1.9215
H 2.2511 0.7782 -1.1165
H 1.2614 -0.3227 0.1245
H -1.1040 -0.3848 0.4818
H 1.1552 0.0292 1.3306
C 0.0966 0.0601 0.0400
S -0.1610 0.6436 0.1694
O -0.2186 -0.4641 0.2582
C 0.0465 0.0209 -0.0490
H -0.1342 -0.0453 -0.1243
H 0.0011 -0.1018 -0.1197
H 0.0214 -0.0019 -0.1160
H 0.0943 -0.1117 -0.0057
H 0.0529 0.0477 -0.0832
H 0.1123 -0.0155 0.1086
C 0.0562 0.0163 0.2536
S 0.2046 0.0732 -0.7935
O 0.0361 0.0433 0.5366
C 0.0359 -0.1700 0.2019
H -0.1051 -0.1279 -0.0921
H -0.0609 -0.1279 -0.0462
H -0.0919 -0.0665 0.1124
H -0.0212 0.1248 0.0655
H -0.0975 0.0803 0.1213
H -0.0349 0.1975 0.0307
C 0.0337 0.0694 0.0484
S 0.0934 0.6172 -0.3061
O -0.3199 -0.5703 0.6258
C -0.0830 0.0206 -0.0570
H -0.1263 -0.0346 -0.1138
H 0.0229 -0.0960 -0.0935
H 0.0238 0.0056 -0.0736
H 0.1384 -0.0772 -0.0249
H 0.0796 0.0081 -0.0471
H 0.1728 0.0205 0.1065
C -0.0661 0.2292 0.0705
S -0.1596 0.0160 0.0452
O -0.1366 -0.1059 0.1679
C -0.1059 0.1549 -0.1605
H 0.0802 -0.0845 -0.1752
H 0.0515 -0.0960 -0.1237
H 0.0649 0.0320 -0.1066
H 0.0926 -0.0098 0.1316
H 0.0739 0.1046 0.0206
H 0.0968 0.0530 0.1805
C 0.0293 0.1041 0.0350
S -0.0174 0.2614 -0.1262
O -0.2148 -0.2511 0.4280
C -0.0642 0.0774 -0.0644
H -0.1303 -0.0558 -0.1146
H 0.0107 -0.0825 -0.0979
H 0.0426 -0.0036 -0.1110
H 0.1210 -0.0695 -0.0185
H 0.0996 0.0034 -0.0615
H 0.1738 0.0082 0.1119
C -0.0826 0.0105 0.0885
S -0.1446 -0.0080 0.0742
O 0.0173 -0.3895 -0.0863
C -0.1241 0.0248 -0.0348
H -0.0257 0.0240 -0.1974
H 0.0376 0.0793 -0.0778
H -0.0245 0.1205 -0.0291
H 0.0881 0.0573 0.0615
H -0.0088 0.1092 0.0414
H 0.1028 0.0103 0.1680
C -0.0483 0.0638 0.0576
S -0.2040 0.3896 -0.1199
O -0.0738 -0.6297 0.2343
C -0.0843 0.0084 -0.0975
H -0.0001 -0.0734 -0.1852
H 0.1147 -0.0162 -0.0809
H 0.0670 0.0551 -0.0729
H 0.1277 0.0373 0.0633
H 0.0732 0.0787 -0.0020
H 0.0869 0.0640 0.1765

These are the Mulliken partial charges, in e, on atoms 1 to 6: number 1, C, carries -0.619; number 2, N, carries 0.514; number 3, C, carries -0.361; number 4, N, carries -0.195; number 5, N, carries -0.007; number 6, S, carries 0.909

---

2.
ORCA calculation (ωB97M-V/def2-TZVPD) on a structure of composition C28H39BN6S4Sn.

As for the HOMO energy (spin up / spin down): -0.6253 / -0.6250 hartree. The net charge is +3. As for the multiplicity: 2. Its orbital gap (spin up / spin down) is 5.600 / 4.934 eV. For the lowest unoccupied orbital energy (spin up / spin down), the calculation gives -11.42 / -12.07 eV.

Element x y z (Å)
Sn (-1.388167, -0.194000, -0.839629)
C (-0.136899, -2.661066, 4.281166)
C (0.875640, -1.656942, 3.831518)
C (2.081041, -1.506580, 4.496174)
C (3.025970, -0.574360, 4.078575)
N (2.772698, 0.222179, 3.016014)
N (1.649189, 0.080174, 2.370064)
B (1.540928, 1.145252, 1.230337)
N (1.506193, 2.588228, 1.828749)
N (2.057512, 3.633116, 2.141612)
C (1.311672, 4.836924, 2.247675)
C (0.218250, 5.166167, 1.475345)
C (-0.651154, 4.415427, 0.665146)
C (-1.704942, 5.153696, -0.063585)
C (-0.651677, 2.946689, 0.510954)
S (-1.105445, 2.341060, -1.066429)
C (1.984506, 5.810547, 3.155349)
C (2.413727, 5.089266, 4.449891)
C (3.260703, 6.277423, 2.386746)
C (1.110520, 7.018928, 3.488222)
N (2.486423, 0.975523, 0.051983)
N (3.630755, 1.655334, 0.378454)
C (4.594095, 1.691605, -0.503306)
C (4.433089, 1.080501, -1.774345)
C (3.310891, 0.383136, -2.093927)
C (3.148470, -0.283588, -3.428399)
C (2.296204, 0.306595, -1.092070)
S (0.991029, -0.788584, -1.403159)
C (5.882461, 2.413051, -0.155921)
C (7.029651, 1.388670, -0.216573)
C (5.822273, 3.014891, 1.241658)
C (6.108506, 3.519895, -1.197892)
C (0.677050, -0.818859, 2.706901)
S (-0.765447, -0.954601, 1.804262)
C (4.377645, -0.367352, 4.720582)
C (4.576837, 1.129373, 5.010668)
C (5.428399, -0.845498, 3.695940)
C (4.511202, -1.166685, 6.015283)
H (0.152402, -3.075011, 5.243760)
H (-0.203167, -3.480753, 3.562256)
H (-1.131225, -2.224479, 4.370067)
H (2.283382, -2.113688, 5.367888)
H (-0.031611, 6.217979, 1.526615)
H (-1.955185, 6.082687, 0.445583)
H (-2.588313, 4.538617, -0.233878)
H (-1.317757, 5.419617, -1.058064)
H (2.988127, 4.181301, 4.258451)
H (1.548469, 4.842437, 5.067483)
H (3.053383, 5.765129, 5.016814)
H (3.978274, 5.466189, 2.277744)
H (3.714568, 7.072094, 2.979555)
H (3.017546, 6.685090, 1.404689)
H (0.122908, 6.728104, 3.852120)
H (0.996491, 7.702196, 2.645237)
H (1.597759, 7.579011, 4.285284)
H (5.221967, 1.175762, -2.509104)
H (3.981327, -0.026292, -4.078409)
H (2.217313, 0.021564, -3.906211)
H (3.116320, -1.368952, -3.322800)
H (6.866346, 0.563975, 0.480367)
H (7.963207, 1.880629, 0.056307)
H (7.161417, 0.972411, -1.216513)
H (5.659324, 2.252269, 2.002872)
H (5.021450, 3.751970, 1.330972)
H (6.770238, 3.509479, 1.451052)
H (6.265486, 3.125169, -2.202032)
H (7.002618, 4.083915, -0.931658)
H (5.267717, 4.216683, -1.230068)
H (4.442115, 1.742953, 4.121038)
H (5.591487, 1.282145, 5.378035)
H (3.886913, 1.470879, 5.785874)
H (5.330578, -0.317827, 2.745341)
H (5.347035, -1.918402, 3.512276)
H (6.422441, -0.645804, 4.096616)
H (3.753457, -0.891091, 6.751928)
H (5.484060, -0.950752, 6.455744)
H (4.471715, -2.244724, 5.849416)
S (-1.317666, 2.236096, 2.110336)
C (0.270536, 2.111874, 1.333681)

Cartesian forces, eV/Å:
Sn -0.0517 0.1405 -0.2106
C 0.0757 0.0462 -0.0115
C 0.1090 -0.0434 0.1149
C -0.1507 -0.0697 0.0851
C 0.1200 0.3813 -0.3114
N -0.0059 -0.4001 0.2855
N -0.1005 0.1305 -0.0900
B -0.1821 -0.2361 0.1640
N 0.0312 -0.3211 -0.2573
N -0.0706 0.3660 0.0263
C 0.2455 -0.1807 0.1374
C -0.1482 -0.0922 -0.0621
C -0.0139 0.0348 0.1138
C 0.0524 -0.0053 0.0593
C 0.2409 -0.1265 -0.3041
S -0.0659 0.0555 -0.2088
C 0.0920 0.0100 -0.0601
C -0.0490 0.0064 0.0130
C -0.0345 -0.0003 0.0643
C 0.0261 0.0112 0.0376
N 0.0865 0.3171 0.2008
N -0.1683 -0.1339 -0.3802
C 0.0319 0.0166 0.0001
C 0.1080 0.0795 0.0061
C -0.0277 -0.0978 -0.1464
C 0.0034 0.0597 0.1113
C 0.0854 0.0551 -0.0700
S 0.0056 -0.1839 0.2104
C -0.0464 -0.1280 -0.0523
C -0.0064 0.0051 -0.0389
C -0.0508 0.1030 0.0576
C 0.0257 0.0590 0.0385
C 0.0325 0.0529 -0.2555
S -0.0936 -0.0863 0.3059
C -0.0274 -0.0236 -0.0932
C -0.0285 -0.0005 0.0985
C 0.0177 0.0012 0.0193
C 0.0883 0.0094 0.0283
H -0.0038 -0.0153 -0.0048
H -0.0061 0.0073 -0.0129
H 0.0118 0.0168 -0.0157
H 0.0162 -0.0226 -0.0160
H -0.0744 -0.0061 0.0347
H -0.0068 0.0069 -0.0372
H -0.0022 0.0156 -0.0165
H 0.0147 -0.0180 -0.0024
H 0.0219 0.0274 -0.0209
H 0.0020 0.0036 -0.0096
H -0.0275 -0.0009 0.0088
H -0.0143 0.0159 0.0051
H 0.0161 -0.0219 0.0010
H -0.0204 0.0091 0.0133
H 0.0166 -0.0097 0.0114
H 0.0000 -0.0203 -0.0091
H -0.0159 0.0284 -0.0211
H 0.0246 -0.0158 0.0386
H -0.0093 -0.0006 0.0023
H 0.0086 0.0079 -0.0029
H 0.0009 -0.0041 0.0242
H 0.0004 0.0196 0.0086
H -0.0049 -0.0032 -0.0129
H -0.0051 0.0035 0.0102
H 0.0063 -0.0555 0.0258
H 0.0312 -0.0237 -0.0412
H -0.0157 0.0107 0.0210
H -0.0030 -0.0105 0.0082
H -0.0067 -0.0100 -0.0117
H 0.0180 0.0018 0.0194
H 0.0157 -0.0175 -0.0664
H -0.0185 -0.0051 0.0167
H 0.0078 0.0058 -0.0150
H -0.0082 0.0346 0.0182
H -0.0028 0.0140 0.0014
H -0.0078 -0.0291 -0.0007
H 0.0061 0.0180 -0.0090
H -0.0170 -0.0187 0.0178
H -0.0063 0.0044 -0.0271
S -0.1361 0.0791 0.1128
C 0.0384 0.1663 0.3280

These are the Mulliken partial charges, in e, on atoms 1 to 6: number 1, Sn, carries 0.531; number 2, C, carries -1.873; number 3, C, carries 0.610; number 4, C, carries -0.233; number 5, C, carries -0.507; number 6, N, carries -0.470

---

3.
ORCA calculation (ωB97M-V/def2-TZVPD) on the molecule C13H10N4O3S in a non-equilibrium geometry.

As for the HOMO energy: -0.3225 hartree. As for the SMILES: Cc1nnc(S/C(C(=O)O)=C2/C(=O)Nc3ccccc32)[nH]1. The net charge is 0. The calculation puts the energy above the lowest of the compared OMol25 structures with the same formula, charge and spin at 1.375 eV. As for the multiplicity: 1. Its orbital gap is 7.552 eV. For the lowest unoccupied orbital energy, the calculation gives -1.22 eV.

Element x y z (Å)
C (-3.407937, 2.269516, 1.948525)
C (-3.045338, 1.191185, 0.998569)
N (-3.751512, 1.052913, -0.103689)
N (-3.361804, -0.081905, -0.695373)
C (-2.311015, -0.648719, 0.000669)
S (-1.371768, -2.192925, -0.246402)
C (0.113571, -1.654039, 0.733784)
C (-0.023835, -2.256098, 2.098092)
O (0.263406, -3.462518, 2.282306)
O (-0.844105, -1.575564, 3.035003)
C (1.139657, -0.892863, 0.246055)
C (2.396905, -0.647210, 0.896450)
O (2.634013, -0.481286, 2.092404)
N (3.356662, -0.220062, 0.039244)
C (2.691068, -0.034446, -1.173305)
C (3.316089, 0.411071, -2.368237)
C (2.558483, 0.679837, -3.500035)
C (1.151412, 0.526685, -3.488719)
C (0.590523, -0.011453, -2.325963)
C (1.347349, -0.367602, -1.179563)
N (-2.084840, 0.203258, 1.121396)
H (-3.471057, 1.854558, 2.925544)
H (-2.666859, 3.088541, 2.167864)
H (-4.333315, 2.752619, 1.615744)
H (-0.886164, -2.082358, 3.864938)
H (4.263405, 0.195809, 0.270024)
H (4.391263, 0.628711, -2.234004)
H (3.028849, 1.215447, -4.342262)
H (0.631304, 0.808374, -4.388980)
H (-0.545772, -0.140863, -2.298837)
H (-1.768637, -0.128613, 2.008759)

Cartesian forces, eV/Å:
C 1.1960 1.2711 0.3619
C -0.0221 0.2757 -0.6718
N 0.6681 -0.3715 1.2002
N 3.1699 -2.8277 -0.3639
C -2.2277 2.5125 0.4918
S 0.2317 2.0316 0.6307
C 0.1325 1.1244 -0.4640
C -0.7358 -4.2775 1.7362
O -0.4146 4.2492 -0.2760
O 1.6575 -0.2526 -1.5915
C -3.2129 -1.6397 -2.5879
C 2.8080 2.5467 4.6732
O -1.2631 -1.4567 -0.0631
N -0.7035 -0.4993 -2.4030
C 1.5883 0.4987 -2.9697
C 0.2277 0.1382 1.4849
C -0.0553 0.9264 0.1314
C 1.6696 -0.6434 1.1728
C -2.4676 -0.5681 0.1147
C 0.0020 0.2907 0.8997
N -1.7003 -0.2456 -1.7764
H -0.7671 -0.5090 0.9670
H -0.2765 -0.7528 -0.9453
H 0.2087 -0.3852 0.2088
H 0.1706 -0.1931 -0.4689
H -0.9231 -0.4075 0.2098
H -0.6054 -0.0432 -0.7482
H -0.1771 -0.6924 0.3465
H -0.5447 -0.0740 0.2374
H 1.7641 0.0864 0.0341
H 0.6020 -0.1122 0.4287

These are the Mulliken partial charges, in e, on atoms 1 to 6: number 1, C, carries -1.037; number 2, C, carries 0.584; number 3, N, carries -0.373; number 4, N, carries -0.511; number 5, C, carries 0.395; number 6, S, carries -0.094

---

Q: The highest net charge belongs to which entry?
A: C28H39BN6S4Sn